Formula: C18H13BBrF4IN5O3PtS
Source: the OMol25 dataset
Level of theory: wB97M-V/def2-TZVPD

Geometry as XYZ:
```
48
Properties=species:S:1:pos:R:3:forces:R:3
Pt -0.05335 0.12061 -0.19279 0.09 0.21 0.05
N -0.73718 -0.11713 3.02478 -0.13 -0.01 -0.03
C -0.47707 -1.24647 2.41211 -0.06 -0.05 0.03
O -0.24602 -1.38727 1.18452 0.22 -0.12 -0.04
C -0.42719 -2.49171 3.21145 -0.03 0.09 -0.01
C -0.19169 -3.69879 2.53789 0.02 -0.02 0.02
N 0.01150 -4.68091 1.96572 -0.02 0.00 -0.01
C -0.58264 -2.45688 4.60423 0.08 -0.11 0.02
N -0.67665 -2.39085 5.75366 -0.06 0.05 -0.01
H -0.89689 0.73914 2.49511 0.02 -0.01 -0.01
H -1.02051 -0.09657 3.99517 0.06 0.02 0.01
Br -5.54804 -2.38197 -2.75475 -0.17 -0.08 -0.04
C -3.99426 -1.66108 -2.10247 0.23 0.07 0.08
C -2.83403 -2.47211 -2.02537 -0.06 0.02 -0.05
C -1.67426 -1.92907 -1.56472 0.06 0.00 0.16
C -1.60614 -0.56730 -1.11908 -0.49 -0.10 -0.21
C -2.79233 0.23179 -1.26817 0.13 -0.01 0.03
C -3.96449 -0.30464 -1.70967 -0.01 -0.02 -0.04
H -2.89339 -3.50765 -2.33078 0.02 0.00 -0.02
H -0.78955 -2.54839 -1.49587 -0.01 -0.01 0.03
H -2.76104 1.26674 -0.95749 -0.04 0.00 0.04
H -4.87044 0.28319 -1.76205 0.01 0.02 -0.02
O 1.75740 -1.88539 -1.49453 0.17 -0.16 -0.23
O 2.11054 -1.73821 -2.63220 -0.05 0.00 0.13
I 2.39535 4.31753 3.28187 0.00 0.10 0.04
C 2.59449 2.48743 2.34472 0.02 -0.11 -0.08
C 3.73188 1.70727 2.49525 -0.02 0.00 -0.01
C 3.79117 0.48124 1.84967 0.01 0.01 0.00
C 2.72543 0.07520 1.07416 0.00 -0.06 -0.02
N 1.63048 0.83310 0.91664 0.03 0.09 0.14
C 1.56561 2.01564 1.54467 0.00 0.02 -0.06
H 4.55665 2.04925 3.10576 -0.01 0.00 0.01
H 4.65811 -0.15679 1.94463 0.00 0.00 0.00
H 2.73192 -0.87736 0.56403 -0.02 -0.01 -0.02
H 0.65265 2.58293 1.43227 0.01 -0.01 0.02
F -1.89591 1.80346 1.13416 -0.05 -0.02 -0.07
B -2.21462 2.64384 2.28352 0.06 0.19 0.25
F -0.95784 2.81137 2.93655 -0.08 -0.03 -0.05
F -2.71614 3.83639 1.82912 0.04 -0.06 -0.03
F -3.06338 1.92819 3.10717 0.01 0.00 -0.08
S -0.03392 3.97805 -2.42909 -0.01 0.04 0.00
C 0.66869 2.77101 -3.41002 0.01 -0.04 -0.02
C 0.66074 1.58016 -2.76859 0.06 -0.01 0.02
N 0.10864 1.63799 -1.50932 -0.03 0.15 0.12
C -0.30538 2.85181 -1.20565 -0.06 -0.05 -0.04
H 1.04691 2.98620 -4.39494 0.00 0.00 0.00
H 1.03781 0.64316 -3.14305 0.01 -0.02 -0.01
H -0.81497 3.08481 -0.28021 0.01 0.00 0.01
```
Forces are in eV/Å.

Maximum force in hartree/bohr: 0.0105
Highest occupied orbital energy (alpha / beta) in eV: -11.88 / -11.88
Multiplicity: 5
Energy relative to the best compared isomer or geometry (same formula, charge and spin) in eV: 0.3394
Total charge: +1

Atom charges from the Mulliken analysis, given in e for atoms 1 to 8:
1 Pt 1.247
2 N -0.071
3 C 1.085
4 O -0.820
5 C 0.552
6 C -0.036
7 N -0.415
8 C -0.149

Formula: C18H13BrN2O11PbS2
Source: the OMol25 dataset
Level of theory: wB97M-V/def2-TZVPD

Geometry as XYZ:
```
48
Properties=species:S:1:pos:R:3:forces:R:3
Pb -0.13994 0.04356 -0.22015 -0.35 -0.23 -0.01
O -3.95189 1.86236 1.64858 0.00 0.02 0.01
C -2.76539 1.40111 1.34163 0.01 -0.02 -0.03
O -2.38631 1.17145 0.20865 -0.05 0.00 0.02
C -1.88726 1.16652 2.53847 -0.04 0.04 0.00
C -2.29970 1.40223 3.84240 0.02 -0.01 -0.01
C -1.40506 1.12412 4.86302 0.01 -0.01 -0.03
C -0.15028 0.62059 4.54573 -0.02 0.02 0.02
C 0.17195 0.42229 3.21094 0.01 -0.03 0.10
N -0.68564 0.69711 2.23640 0.02 0.00 -0.06
C 1.47168 -0.16757 2.72206 0.03 -0.03 0.02
O 2.44044 -0.40807 3.58453 -0.01 0.00 -0.04
O 1.63222 -0.45399 1.55376 0.08 0.03 0.10
H -4.48991 1.98644 0.84734 0.02 -0.01 0.00
H -3.29071 1.78226 4.04343 0.00 0.00 0.00
H -1.68228 1.28780 5.89520 0.00 0.00 0.00
H 0.53596 0.38431 5.34822 0.01 0.00 0.00
H 2.26874 -0.06635 4.47217 -0.02 0.00 -0.01
O -0.90592 -4.06368 -0.73805 0.15 -0.03 0.06
S -0.82406 -3.58826 0.60693 -0.50 -0.30 -0.10
O -1.63035 -4.18970 1.62160 0.09 -0.05 -0.01
O -0.83338 -2.11320 0.70824 0.33 0.34 0.20
C 0.86464 -4.03096 1.17908 0.85 0.59 0.55
C 1.05239 -4.26198 2.53060 -0.58 -0.14 -0.22
C 2.26799 -4.71838 3.02712 0.30 -0.08 -0.03
C 3.42215 -4.85122 2.23011 0.03 0.03 0.01
C 3.32916 -4.60284 0.89224 0.01 0.61 0.73
C 2.08776 -4.07216 0.42597 -0.53 -0.79 -1.42
S 2.23906 -2.97085 -1.15230 0.06 0.82 0.98
O 1.91390 -4.44069 -1.09128 -0.19 -0.46 -0.19
O 3.54853 -2.58920 -1.50562 0.07 -0.22 -0.12
O 1.13201 -2.09821 -1.30830 0.31 -0.12 -0.38
H 0.17759 -4.21359 3.16656 0.03 -0.02 0.04
H 2.32357 -5.03547 4.06190 -0.01 0.14 0.04
H 4.35416 -5.17511 2.67164 -0.03 -0.11 -0.03
H 4.17828 -4.68945 0.22784 -0.10 -0.14 -0.13
O 0.73466 4.21553 -5.52159 0.01 0.02 -0.02
C 0.47668 3.29769 -4.59485 -0.01 -0.03 0.03
C -0.21773 2.11050 -4.83850 -0.01 -0.01 -0.01
C -0.42674 1.24249 -3.79149 0.00 0.05 0.01
N 0.00468 1.47642 -2.54234 0.01 0.05 -0.11
C 0.66308 2.60536 -2.35289 -0.02 -0.03 -0.01
Br 1.27880 2.88837 -0.55882 0.02 0.08 0.03
C 0.93809 3.55580 -3.30065 0.01 0.03 -0.01
H 0.38893 3.96731 -6.38896 0.00 -0.01 0.02
H -0.59002 1.87153 -5.82552 0.00 0.00 -0.01
H -0.96593 0.31663 -3.94735 -0.01 -0.01 0.00
H 1.48092 4.46231 -3.07921 0.01 0.00 0.00
```
Forces are in eV/Å.

Maximum force in hartree/bohr: 0.0333
Highest occupied orbital energy in eV: -14.86
Total charge: +2

Atom charges from the Mulliken analysis, given in e for atoms 1 to 8:
1 Pb 1.651
2 O -0.405
3 C 0.268
4 O -0.546
5 C 0.419
6 C -0.597
7 C -0.803
8 C -0.801

Formula: C18H13F3IrN3O3S
Source: the OMol25 dataset
Level of theory: wB97M-V/def2-TZVPD

Geometry as XYZ:
```
42
Properties=species:S:1:pos:R:3:forces:R:3
Ir -0.37623 -0.80485 0.11388 -0.08 0.56 -1.17
C 3.94442 -1.26839 -0.82449 0.03 0.00 -0.02
C 2.59035 -1.53470 -0.64935 -0.07 0.03 -0.11
N 1.67836 -0.56061 -0.44332 0.16 -0.09 0.37
C 2.08921 0.70953 -0.41714 -0.11 0.13 0.04
C 3.43477 1.07471 -0.59848 0.03 -0.05 -0.04
C 4.38347 0.03723 -0.79526 -0.05 -0.01 0.02
C 3.76140 2.44070 -0.59697 -0.07 0.12 0.03
C 2.75543 3.43179 -0.44084 0.06 -0.07 -0.01
C 1.40118 3.08351 -0.25777 0.05 0.05 -0.02
C 0.37002 4.04092 -0.11458 -0.01 -0.02 0.02
C -0.92179 3.59133 0.04547 0.01 0.02 -0.02
C -1.16744 2.22379 0.08838 0.05 -0.05 0.02
N -0.19922 1.28979 -0.02737 -0.01 0.22 0.45
C 1.05981 1.72202 -0.21437 0.03 -0.14 -0.06
H 4.62893 -2.09012 -0.98639 0.00 0.00 0.00
H 2.20578 -2.54638 -0.68424 0.00 0.00 0.04
H 5.43270 0.27657 -0.92717 0.00 0.00 -0.01
H 4.79147 2.75630 -0.72318 0.00 -0.01 -0.02
H 3.04380 4.47716 -0.46818 -0.01 0.00 0.02
H 0.59780 5.10060 -0.13470 0.00 0.00 -0.01
H -1.74955 4.28029 0.14485 0.00 -0.01 0.01
H -2.17363 1.85614 0.22403 -0.01 -0.01 0.01
C -5.07090 -0.78502 -0.76254 0.10 0.02 0.05
C -4.13860 -1.13180 -1.72987 -0.04 -0.01 -0.09
C -2.79581 -1.05549 -1.42915 0.11 0.17 0.07
N -2.36529 -0.64026 -0.22056 -0.30 -0.48 -0.04
C -3.26754 -0.31337 0.73208 0.23 0.01 -0.05
C -4.61955 -0.36019 0.48272 -0.13 -0.01 -0.02
H -6.13037 -0.85190 -0.97138 -0.01 0.01 0.00
H -4.44109 -1.47036 -2.71100 0.00 -0.01 0.00
H -2.03316 -1.32111 -2.15058 -0.03 -0.05 -0.02
H -2.87526 -0.02660 1.69822 -0.02 -0.03 0.02
H -5.31161 -0.08766 1.26735 0.01 0.01 0.01
F 0.63399 -3.59333 3.58012 -0.01 0.03 0.00
C 0.94412 -3.36303 2.33827 0.15 -0.20 0.10
F 1.64448 -2.22868 2.22591 -0.04 0.02 -0.03
F 1.62035 -4.35455 1.80284 -0.03 0.04 0.01
S -0.61939 -3.16195 1.35282 -0.02 0.23 -0.62
O -1.44900 -4.27221 1.53644 -0.07 0.00 0.01
O -1.15196 -1.77457 1.71195 0.23 0.20 0.45
O -0.15442 -2.79524 -0.06644 -0.13 -0.62 0.61
```
Forces are in eV/Å.

Maximum force in hartree/bohr: 0.0253
Highest occupied orbital energy (alpha / beta) in eV: -19.11 / -19.11
Multiplicity: 2
Energy relative to the best compared isomer or geometry (same formula, charge and spin) in eV: 0.7765
Total charge: +3

Atom charges from the Mulliken analysis, given in e for atoms 1 to 8:
1 Ir 1.110
2 C -0.942
3 C -0.049
4 N -0.329
5 C 0.541
6 C 0.880
7 C -0.547
8 C -0.740

Formula: C18H13FN2O3S
Source: the OMol25 dataset
Level of theory: wB97M-V/def2-TZVPD

Geometry as XYZ:
```
38
Properties=species:S:1:pos:R:3:forces:R:3
C 3.34957 3.07041 -1.75978 -3.02 0.94 -1.85
N 2.12679 2.11234 -1.73789 5.77 2.12 -1.36
C 1.20858 1.84895 -0.77276 3.10 5.19 1.22
C 1.08539 2.57579 0.44676 0.31 0.47 -0.92
C -0.07516 2.25139 1.21156 4.75 2.46 1.05
C -0.72419 1.19866 0.81954 -4.06 -2.42 0.83
C -0.49984 0.64166 -0.40162 -7.46 -6.92 -4.13
C 0.32232 1.00103 -1.33757 2.57 0.70 0.31
C 0.70554 0.55602 -2.62801 1.12 1.89 2.64
C -0.06086 -0.40747 -3.06629 3.53 -1.78 -8.46
C -1.05506 -1.06693 -2.49922 -3.67 2.44 6.78
C -1.46992 -0.49184 -1.29409 -1.16 0.67 5.18
H -2.46317 -0.67494 -0.58177 2.52 -0.16 -2.41
H -1.72484 -1.75696 -2.84601 -1.06 -1.73 -1.60
H 0.09495 -0.77751 -4.16609 0.34 0.62 1.78
C 2.08795 1.35698 -2.88313 -13.62 -2.35 14.06
O 2.61085 1.39634 -3.80446 10.49 0.80 -15.68
S -1.81757 0.48562 2.06475 -4.92 -7.30 -9.25
O -3.13211 -0.29389 1.39772 5.77 3.91 2.45
O -1.96658 1.33262 3.10426 -1.15 4.88 5.32
N -0.94018 -0.72709 2.61805 5.59 -1.40 2.96
C 0.06564 -1.60091 1.77976 -14.64 1.29 2.80
C 1.29067 -1.45049 1.61507 11.30 2.94 -1.00
C 2.12428 -2.12535 0.74616 -17.54 -3.61 0.76
C 1.13347 -3.14824 -0.27609 3.29 6.09 7.43
C -0.10250 -3.32251 0.15501 2.11 6.64 3.92
C -0.78870 -2.37073 1.13215 0.33 -8.67 -5.67
F -2.08583 -2.94849 1.14749 1.67 2.71 1.57
H -0.43915 -3.97035 -0.43492 -4.88 -5.49 -3.91
H 1.88943 -3.59590 -0.70898 2.33 -3.17 -3.44
H 2.96719 -1.99956 0.52156 12.45 2.05 -2.86
H 1.63625 -0.53744 2.15318 0.48 -0.76 -0.12
H -0.33338 -0.37191 3.43226 -1.60 -0.40 -1.25
H -0.08727 2.61619 2.21954 -0.69 0.46 0.23
H 1.80163 3.41734 0.79246 -1.24 -1.74 -0.91
H 4.03445 2.68840 -1.06252 0.52 0.78 2.23
H 2.78819 4.13761 -1.82815 2.33 -2.17 0.93
H 4.05122 2.94070 -2.65066 -1.97 0.02 0.34
```
Forces are in eV/Å.

Maximum force in hartree/bohr: 0.3834
Highest occupied orbital energy in eV: -8.47
SMILES: CN1C(=O)c2cccc3c(S(=O)(=O)Nc4ccccc4F)ccc1c23
Energy relative to the best compared isomer or geometry (same formula, charge and spin) in eV: 15.9020

Atom charges from the Mulliken analysis, given in e for atoms 1 to 8:
1 C -1.086
2 N -0.051
3 C -0.065
4 C -0.978
5 C -0.378
6 C -0.501
7 C 1.247
8 C 1.145

Formula: C18H13GaN4O4
Source: the OMol25 dataset
Level of theory: wB97M-V/def2-TZVPD

Geometry as XYZ:
```
40
Properties=species:S:1:pos:R:3:forces:R:3
Ga 0.36202 -0.40435 -0.54456 -0.16 0.06 0.15
C -1.92051 -1.97526 2.28779 0.00 -0.01 -0.06
C -1.25310 -2.61881 1.12468 -0.19 -0.06 0.03
N -0.51099 -2.04765 0.16644 0.08 0.06 -0.27
C -0.13977 -3.06411 -0.71591 -0.04 -0.07 0.05
C -0.65307 -4.23744 -0.28511 -0.03 0.03 0.13
N -1.33808 -3.92426 0.86023 -0.02 -0.04 0.08
C -0.64073 -5.67901 -0.71122 -0.01 -0.05 -0.04
O -0.03414 -5.98301 -1.83348 0.07 0.15 -0.05
O -1.19508 -6.45686 0.01265 0.00 0.01 -0.03
C 0.66618 -2.72294 -1.89886 0.11 0.22 -0.13
O 0.99818 -3.51024 -2.73943 -0.06 -0.08 0.10
O 0.95377 -1.41909 -1.93186 0.37 -0.20 -0.09
H -2.28721 -0.98425 2.02517 0.02 0.00 0.02
H -1.23939 -1.90112 3.13623 -0.02 -0.02 0.01
H -2.76896 -2.57678 2.60846 -0.01 0.00 -0.03
H -1.82426 -4.64328 1.39084 -0.01 0.03 0.02
H 0.36455 -5.20470 -2.28634 -0.04 -0.13 0.07
C 1.06543 2.64367 -3.46897 0.01 -0.01 0.03
C 0.86532 1.38529 -2.89353 -0.06 0.12 0.01
N 0.62424 1.26595 -1.59053 -0.19 -0.08 -0.20
C 0.58140 2.36959 -0.81034 0.04 -0.10 -0.04
C 0.74491 3.65400 -1.29970 0.02 0.20 -0.07
C 1.00376 3.77069 -2.68352 0.01 0.02 -0.04
C 0.64864 4.75901 -0.38501 0.02 -0.02 -0.02
C 0.42416 4.54909 0.93209 -0.03 -0.01 0.00
C 0.32288 3.21506 1.45850 0.01 0.14 0.13
C 0.16296 2.90897 2.82428 -0.02 0.04 0.01
C 0.14476 1.59546 3.23866 -0.03 -0.02 0.01
C 0.26226 0.57864 2.29619 0.12 0.08 -0.04
N 0.37238 0.84437 0.99449 0.07 -0.08 0.14
C 0.41205 2.14112 0.58259 -0.05 -0.11 0.11
H 1.26466 2.70893 -4.52904 0.01 0.00 0.01
H 0.90252 0.47450 -3.47435 -0.01 -0.03 0.02
H 1.16577 4.75005 -3.11856 -0.04 -0.02 0.01
H 0.75964 5.76407 -0.77099 -0.02 -0.01 0.00
H 0.32816 5.38433 1.61364 0.04 -0.02 0.01
H 0.06530 3.71271 3.54451 0.03 -0.02 0.00
H 0.04283 1.33821 4.28333 0.03 0.01 0.00
H 0.29656 -0.46054 2.59052 -0.02 0.02 -0.02
```
Forces are in eV/Å.

Maximum force in hartree/bohr: 0.0084
Highest occupied orbital energy in eV: -16.13
Total charge: +2

Atom charges from the Mulliken analysis, given in e for atoms 1 to 8:
1 Ga 1.085
2 C -1.398
3 C 0.428
4 N -0.188
5 C -0.011
6 C 0.246
7 N -0.023
8 C 0.522

> Which value of maximum force does entry 2 give?

0.0333 hartree/bohr

> Which formula does entry 5 have?

C18H13GaN4O4

> What is the formula in the first record?

C18H13BBrF4IN5O3PtS

> What is the maximum force in the fourth record?

0.3834 hartree/bohr